Entry from OMol25: a molecular structure, C36H40N2O11P4SV in a non-equilibrium geometry (wB97M-V/def2-TZVPD).

XYZ file:
```
95
Properties=species:S:1:pos:R:3
V 1.62 -0.89 1.13
S -1.81 0.18 -4.80
P 3.75 -1.03 2.88
P 1.83 -3.25 2.44
P 1.30 1.43 0.89
P -1.71 0.89 1.16
O 1.98 -3.47 0.85
O 0.38 -1.15 0.12
O -0.70 -3.04 0.50
O 3.36 -0.48 1.51
O 2.95 -0.25 3.98
O -0.40 0.42 -4.89
O 5.23 -0.67 3.25
O 1.24 -1.80 2.58
O 4.55 -3.15 1.90
O -2.74 1.22 -5.06
O 1.21 -4.34 3.16
N -2.13 -0.33 -3.23
N -0.31 1.94 1.06
C -2.20 -1.31 -5.68
C -3.00 2.17 1.20
C -4.96 4.14 1.19
C -1.16 -2.15 -6.05
C 3.60 -2.85 2.93
C -3.11 -5.24 -7.06
C 1.83 1.66 -0.83
C 1.50 3.67 2.53
C -2.71 -0.37 3.37
C -1.04 -0.71 -2.36
C -2.77 -0.77 4.69
C 2.18 2.70 1.81
C 3.58 2.75 1.71
C 2.42 0.60 -1.53
C 2.06 3.06 -2.76
C -3.90 2.26 0.14
C 3.59 4.77 2.99
C 3.97 -3.47 4.26
C -4.88 3.25 0.14
C -3.52 -1.69 -5.80
C -1.64 0.41 2.92
C -1.47 -3.42 -6.53
C -0.64 0.78 3.81
C 2.20 4.72 3.11
C -1.47 -1.84 -1.42
C -0.71 0.38 5.13
C -2.79 -3.85 -6.61
C 2.62 2.00 -3.46
C 1.68 2.90 -1.44
C -4.06 4.05 2.25
C 4.27 3.79 2.30
C -0.61 -2.08 -0.20
C -3.81 -2.95 -6.27
C 2.82 0.78 -2.84
C -1.76 -0.41 5.57
C -3.08 3.07 2.26
H 2.91 2.13 -4.49
H 0.06 0.70 5.83
H 1.94 4.02 -3.25
H -0.21 -1.05 -2.99
H 0.42 3.62 2.63
H -4.13 4.75 3.08
H -2.31 -5.93 -6.78
H -4.31 -0.99 -5.54
H -3.60 -1.36 5.04
H -2.47 -1.62 -1.04
H 3.38 -0.20 4.85
H 5.93 -1.07 2.70
H -5.72 4.91 1.19
H -0.67 0.13 -1.78
H -2.40 2.99 3.10
H 3.25 -3.18 5.03
H -1.80 -0.74 6.60
H 5.35 3.84 2.22
H -4.05 -5.59 -6.63
H -0.67 -4.09 -6.83
H -3.85 1.55 -0.67
H 4.72 -4.10 1.87
H -4.84 -3.27 -6.37
H 1.68 5.48 3.66
H -1.55 -2.79 -1.96
H 0.19 1.40 3.48
H 4.10 1.99 1.14
H 1.26 3.74 -0.90
H -3.21 -5.28 -8.15
H 2.59 -0.36 -1.04
H -0.50 2.76 0.49
H 4.97 -3.17 4.56
H 3.27 -0.04 -3.39
H -2.85 0.25 -2.80
H 3.92 -4.55 4.18
H 1.64 -4.35 0.63
H -5.57 3.32 -0.69
H -3.50 -0.65 2.67
H -0.14 -1.80 -5.97
H 4.13 5.60 3.44
```

Properties
F_max   3.2 eV/Å
Net charge   +2
HOMO-LUMO gap (alpha / beta)   4.94 / 5.51 eV
Spin multiplicity   2
ΔE to the lowest compared entry with this formula, charge and spin   98.4 kJ/mol

Atom charges from the Mulliken analysis, given in e for atoms 1 to 8: number 1, V, carries 0.53; number 2, S, carries 1.31; number 3, P, carries 0.07; number 4, P, carries 0.77; number 5, P, carries 0.75; number 6, P, carries 0.64; number 7, O, carries -0.42; number 8, O, carries 0.11


Entry from OMol25: a molecular structure, C36H40NiOP2 in a non-equilibrium geometry (wB97M-V/def2-TZVPD).

XYZ file:
```
80
Properties=species:S:1:pos:R:3
Ni 0.63 -0.85 0.21
P 2.73 -0.63 0.89
P 0.13 -1.95 -1.95
O 0.13 0.26 1.56
C -0.07 -0.85 -6.43
C 5.92 -3.37 -0.65
C 0.64 -0.06 -5.53
C 5.11 0.84 0.57
C 3.50 -1.01 3.56
C 1.83 -2.55 2.65
C 1.57 -3.02 3.93
C 5.19 3.25 0.86
C -2.36 -4.84 -0.48
C -0.48 -5.94 -1.55
C 3.12 -5.29 -1.22
C 3.74 0.85 0.90
C 3.67 -6.23 -0.20
C 4.41 -4.17 1.17
C 3.87 -4.42 -1.91
C 5.36 -4.29 -1.78
C 0.76 -0.46 -4.19
C -1.87 -3.60 -0.88
C 4.63 -5.62 0.85
C 3.25 -1.52 4.83
C 2.76 -1.49 2.46
C -0.56 -2.45 -4.66
C 1.90 -1.84 -1.65
C -0.67 -3.52 -1.61
C 2.27 -2.50 5.03
C 2.85 -1.59 -0.65
C -0.72 1.37 1.36
C 3.83 3.26 1.19
C 3.11 2.07 1.22
C -1.66 -6.01 -0.78
C -0.05 -4.70 -2.03
C 5.08 -3.18 0.57
C 0.12 -1.62 -3.75
C -1.06 -0.67 -1.46
C -0.65 -2.05 -6.00
C 5.83 2.04 0.55
H 1.31 -2.98 1.79
H -3.31 -4.88 0.07
H 5.66 -5.78 0.52
H 2.08 -5.47 -1.50
H 0.78 -4.64 -2.73
H 4.19 -7.06 -0.71
H 6.11 -2.38 -1.09
H 6.91 -3.77 -0.36
H 2.05 2.08 1.49
H 5.76 4.18 0.82
H 3.81 -1.13 5.69
H 2.81 -6.67 0.33
H 5.14 -2.19 1.04
H 4.26 -0.24 3.42
H -0.34 2.09 0.62
H 0.09 -6.84 -1.75
H 5.83 -5.28 -1.68
H -0.80 0.26 -1.97
H -1.18 -2.68 -6.71
H -2.43 -2.69 -0.63
H -2.01 -6.97 -0.42
H 2.39 -2.02 -2.60
H -1.20 -0.46 -0.38
H 3.87 -1.83 -0.93
H -0.16 -0.54 -7.47
H 6.88 2.02 0.28
H 4.47 -6.20 1.77
H 3.34 4.20 1.42
H 0.81 -3.78 4.07
H -2.03 -0.99 -1.86
H 5.59 -0.11 0.32
H -1.74 1.11 1.02
H -0.81 1.90 2.31
H 5.73 -3.85 -2.73
H 1.12 0.87 -5.84
H -0.98 -3.41 -4.34
H 2.05 -2.86 6.03
H 1.38 0.13 -3.50
H 3.42 -3.83 -2.71
H 3.71 -3.98 1.97
```

Properties
F_max   2.6 eV/Å
Net charge   0
HOMO-LUMO gap (alpha / beta)   5.42 / 6.90 eV
Spin multiplicity   3
ΔE to the lowest compared entry with this formula, charge and spin   0.0 kJ/mol

Atom charges from the Mulliken analysis, given in e for atoms 1 to 8: number 1, Ni, carries 0.00; number 2, P, carries 1.07; number 3, P, carries 1.64; number 4, O, carries -0.79; number 5, C, carries -0.53; number 6, C, carries -1.25; number 7, C, carries -0.68; number 8, C, carries -0.02


Entry from OMol25: a molecular structure, C36H41As2N3OPtS (wB97M-V/def2-TZVPD).

XYZ file:
```
85
Properties=species:S:1:pos:R:3
Pt 1.69 -0.60 -1.21
As -1.53 1.91 1.34
As -0.62 -1.21 -1.44
S 3.24 0.99 -0.71
O 0.63 -1.40 2.08
N 1.03 0.41 3.57
N 4.21 2.98 -2.18
N 4.68 0.86 -3.02
C -1.77 -1.50 3.89
C -0.68 -2.36 3.86
C 0.42 1.15 4.51
C -1.76 -3.13 -3.28
C -1.14 -1.89 -3.15
C -3.93 3.33 1.68
C 0.33 -2.35 2.94
C -4.34 1.03 1.08
C -1.91 -2.78 -5.66
C 4.08 1.64 -2.12
C -3.45 2.06 1.38
C -1.05 1.59 -0.55
C 3.09 0.54 4.73
C -1.33 -2.51 -0.20
C -2.35 -4.60 1.33
C -5.71 1.28 1.08
C -2.03 -0.38 3.07
C 0.34 -0.03 2.31
C 2.47 1.29 5.73
C 5.51 3.63 -2.39
C -2.15 -3.57 -4.55
C 4.80 -0.59 -2.85
C 1.12 1.60 5.61
C 3.18 3.86 -1.63
C 2.35 0.12 3.65
C 5.15 1.38 -4.31
C -6.18 2.55 1.38
C -3.19 -3.57 0.90
C -1.70 0.43 -1.30
C -1.14 0.27 2.26
C -0.50 -3.54 0.22
C -2.68 -2.54 0.12
C -5.29 3.58 1.68
C -0.89 -1.11 -4.28
C -1.28 -1.55 -5.53
C -1.01 -4.58 0.98
H 4.14 0.30 4.78
H 0.85 0.48 1.49
H 5.18 -1.00 -3.78
H 6.24 1.46 -4.33
H -3.36 -1.79 -0.26
H -2.63 -4.53 -4.65
H 6.29 2.89 -2.53
H -6.40 0.49 0.85
H 0.55 -3.54 -0.07
H -1.34 2.55 -0.98
H -1.83 0.72 -2.35
H 2.22 3.36 -1.66
H -2.70 0.20 -0.93
H -1.09 -0.94 -6.40
H -7.24 2.74 1.39
H 3.42 4.16 -0.61
H -2.20 -3.13 -6.64
H -2.58 -1.79 4.55
H 0.04 1.54 -0.58
H -1.95 -3.75 -2.42
H -3.04 0.01 3.10
H -4.24 -3.60 1.14
H -5.66 4.57 1.91
H -3.24 4.14 1.92
H 0.97 -3.21 2.81
H 3.03 1.63 6.59
H -0.62 1.38 4.37
H 0.61 2.20 6.35
H 4.71 2.34 -4.52
H 5.50 -0.83 -2.05
H 3.83 -1.04 -2.64
H -0.36 -5.40 1.28
H 3.13 4.75 -2.25
H 5.49 4.31 -3.24
H 5.74 4.21 -1.49
H -0.38 -0.15 -4.18
H -2.75 -5.42 1.91
H -3.99 0.04 0.84
H -0.71 -3.23 4.52
H 4.85 0.67 -5.08
H 2.78 -0.44 2.83
```

Properties
F_max   0.5 eV/Å
Net charge   +3
HOMO-LUMO gap (alpha / beta)   5.15 / 5.23 eV
Spin multiplicity   2

Atom charges from the Mulliken analysis, given in e for atoms 1 to 8: number 1, Pt, carries 0.91; number 2, As, carries 0.44; number 3, As, carries 0.17; number 4, S, carries -0.40; number 5, O, carries -0.12; number 6, N, carries 0.56; number 7, N, carries 0.08; number 8, N, carries 0.21


Entry from OMol25: a molecular structure, C36H41AsBBeF6N5O19V in a non-equilibrium geometry (wB97M-V/def2-TZVPD).

XYZ file:
```
111
Properties=species:S:1:pos:R:3
As 2.62 6.52 6.37
V 2.69 8.86 0.60
F 2.62 6.59 8.15
F 4.22 7.45 6.26
F 1.73 8.07 6.08
F 3.49 4.97 6.42
F 1.11 5.50 6.35
F 2.55 6.47 4.54
O 0.59 1.11 1.06
O -2.44 -0.60 -8.86
O -7.33 -3.91 -3.00
O 2.50 10.24 1.54
O -2.71 -1.54 6.80
O -1.30 0.30 -0.13
O -4.89 -1.95 6.73
O -6.39 -4.13 -0.92
O 3.20 -0.18 -0.85
O 0.93 0.35 -1.11
O -2.04 1.67 -8.91
O -0.36 2.43 -0.72
O 2.68 0.64 1.88
O -3.61 -3.23 8.08
O -3.77 0.74 -7.64
O -3.47 0.81 -0.34
O -5.19 -4.69 -2.87
O -2.35 3.51 -0.87
O 1.28 8.26 0.20
N 5.06 5.63 -3.40
N 5.39 -3.04 7.32
N 8.97 -3.40 2.84
N -9.05 5.63 2.45
N 2.04 -5.63 -8.10
C -9.36 6.12 1.45
C 1.83 0.72 0.97
C 4.16 4.83 -4.10
C 3.23 -3.61 -6.72
C 8.26 -5.51 1.43
C 8.69 -4.35 2.15
C 5.89 3.55 -5.24
C 8.04 -7.59 2.84
C 6.80 4.32 -4.58
C -8.19 -3.32 -2.07
C 4.57 3.82 -4.95
C 2.08 0.20 -0.51
C 6.12 -4.16 7.77
C -9.76 6.76 0.19
C 5.59 -5.39 8.10
C -4.61 -1.07 5.63
C 3.59 -3.78 -8.06
C -2.33 1.12 -0.35
C -7.81 -3.95 -0.76
C -3.35 -0.41 6.16
C 4.26 -5.55 7.87
C 6.40 5.33 -3.69
C -3.96 -0.48 -7.16
C 7.32 -6.33 2.24
C 4.02 -3.31 7.19
C -10.62 8.03 0.50
C -1.71 2.50 -0.66
C 2.92 -4.83 -8.78
C 2.26 -4.38 -6.06
C -10.89 8.69 -0.96
C -3.29 -1.42 -8.12
C -6.22 -4.29 -2.33
C -3.75 -2.29 7.31
C 1.67 -5.39 -6.82
C 3.43 -4.56 7.45
C -2.68 0.70 -8.49
B -0.03 1.04 -0.26
Be 7.38 1.62 6.38
H 3.94 3.17 -5.54
H -8.04 -3.22 0.02
H -4.41 -1.54 4.68
H -9.19 -3.70 -2.28
H -8.31 -4.90 -0.61
H 3.79 -2.84 -6.20
H 7.12 6.03 -3.31
H 8.66 -8.21 2.20
H 2.37 -4.63 7.26
H -11.55 7.80 1.01
H -9.96 8.90 -1.49
H 6.16 2.79 -5.96
H 9.16 -6.05 1.12
H 3.27 -5.22 -9.73
H 3.80 -6.50 8.11
H -11.48 9.60 -0.93
H 3.30 -2.52 7.02
H -3.98 -1.86 -8.83
H -8.05 -2.27 -2.33
H 7.79 4.23 -5.01
H -2.78 0.13 5.40
H 6.08 -6.35 8.23
H -10.28 6.04 -0.44
H 4.45 -3.22 -8.38
H 3.11 5.08 -4.04
H -11.51 8.04 -1.57
H -9.98 8.59 1.18
H 6.75 -5.80 3.00
H -2.66 -2.13 -7.58
H -3.65 0.36 6.86
H 7.18 -4.24 7.57
H 6.53 -6.68 1.57
H -5.47 -0.40 5.69
H 0.94 -6.04 -6.36
H 2.02 -4.22 -5.02
H 8.64 -7.32 3.71
H 7.74 -5.27 0.50
H -8.94 7.05 -0.45
H -3.52 -0.52 -6.16
H 7.20 -8.24 3.10
H -5.00 -0.71 -6.90
```

Properties
F_max   6.8 eV/Å
Net charge   +1
HOMO-LUMO gap   1.10 eV

Atom charges from the Mulliken analysis, given in e for atoms 1 to 8: number 1, As, carries 1.99; number 2, V, carries 1.83; number 3, F, carries -0.47; number 4, F, carries -0.51; number 5, F, carries -0.48; number 6, F, carries -0.49; number 7, F, carries -0.49; number 8, F, carries -0.55


Entry from OMol25: a molecular structure, C36H41AuNO2P2SbSe (wB97M-V/def2-TZVPD).

XYZ file:
```
85
Properties=species:S:1:pos:R:3
Au 2.56 -1.47 -0.08
Sb 1.99 -1.93 3.09
Se 4.83 -1.69 -0.65
P -2.77 1.75 -0.08
P -1.07 -0.57 -0.98
O 0.64 -1.41 0.59
O -0.02 -0.17 0.17
N 5.21 0.47 -4.76
C 4.22 -3.22 4.77
C -1.61 5.71 0.15
C -2.37 4.56 -0.07
C -0.52 3.22 0.65
C -6.59 3.29 -2.12
C -6.53 3.06 -0.76
C 2.53 0.13 3.16
C -4.24 2.31 -0.98
C 0.24 4.36 0.86
C -5.49 3.03 -2.92
C -0.16 -1.15 5.12
C 1.72 -1.14 -3.82
C 5.67 -0.77 -4.58
C 1.24 -2.25 -4.51
C -2.26 -2.47 0.66
C 0.93 -2.20 4.93
C -4.32 2.55 -2.35
C 0.08 -2.89 -4.10
C 5.57 -1.45 -3.37
C -5.37 2.56 -0.19
C 3.38 0.43 4.40
C 4.45 0.50 -2.49
C -3.57 -1.60 -1.18
C 4.94 -0.79 -2.32
C -1.82 3.31 0.17
C -0.62 -2.42 -2.99
C -4.62 -2.44 -0.83
C 1.02 -0.66 -2.72
C -2.39 -1.61 -0.43
C -0.31 5.61 0.60
C -1.73 1.01 -1.47
C -3.31 -3.32 0.99
C -4.48 -3.30 0.24
C 3.86 -2.97 3.30
C -0.15 -1.31 -2.31
C 4.63 1.08 -3.74
H 1.78 -2.61 -5.37
H 4.31 -0.13 4.41
H 3.97 1.04 -1.69
H -7.51 3.67 -2.57
H -0.97 -1.26 4.40
H -2.05 6.68 -0.05
H 5.98 -2.44 -3.27
H 2.84 0.22 5.33
H 0.28 6.51 0.77
H 5.22 -3.64 4.82
H 1.73 -2.13 5.67
H 4.28 2.09 -3.92
H 1.38 0.22 -2.19
H 3.79 -3.90 2.75
H -0.09 2.24 0.87
H -1.35 -2.47 1.24
H -0.28 -3.75 -4.64
H 6.14 -1.24 -5.43
H 1.25 4.28 1.23
H 3.08 0.33 2.24
H -3.69 -0.92 -2.02
H 3.63 1.49 4.41
H -5.53 3.23 -3.98
H -7.39 3.25 -0.13
H 1.61 0.70 3.13
H -1.52 -2.92 -2.67
H 3.54 -3.93 5.23
H -3.39 4.66 -0.42
H 0.54 -3.21 4.94
H 4.59 -2.33 2.80
H -5.29 -3.97 0.51
H 0.23 -0.13 5.05
H 4.22 -2.30 5.36
H -2.33 0.81 -2.36
H -3.21 -3.99 1.83
H -0.59 -1.26 6.12
H -5.32 2.37 0.87
H -5.54 -2.41 -1.40
H -0.90 1.66 -1.75
H -3.46 2.40 -2.99
H 2.62 -0.64 -4.14
```

Properties
F_max   0.3 eV/Å
Net charge   +2
HOMO-LUMO gap (alpha / beta)   7.79 / 4.16 eV
Spin multiplicity   3
ΔE to the lowest compared entry with this formula, charge and spin   0.0 kJ/mol

Atom charges from the Mulliken analysis, given in e for atoms 1 to 8: number 1, Au, carries 0.30; number 2, Sb, carries 0.64; number 3, Se, carries 0.06; number 4, P, carries 0.10; number 5, P, carries 1.32; number 6, O, carries -0.58; number 7, O, carries 0.58; number 8, N, carries -0.48